A single C20H31N3O2 molecule. Source: the OMol25 dataset; level of theory: wB97M-V/def2-TZVPD.

The geometry in XYZ format:
```
56
Properties=species:S:1:pos:R:3:lowdin_charge:R:1
O 1.768 -4.111 -1.031 0.072
O -1.535 6.587 0.668 0.053
N -0.650 4.597 1.188 -0.046
N -0.641 1.747 0.743 -0.103
N -0.448 -3.609 -0.869 0.118
C -1.801 2.567 0.462 -0.139
C -1.732 -0.321 0.148 -0.027
C -0.443 -2.263 -0.473 -0.231
C -0.568 0.436 0.324 -0.232
C -0.942 6.310 3.883 -0.249
C -1.668 -1.640 -0.248 -0.030
C 1.537 -6.190 -3.549 -0.225
C 0.134 3.684 1.990 -0.130
C 0.538 2.467 1.159 -0.152
C -0.136 6.546 2.602 -0.122
C 0.656 -0.202 0.095 -0.015
C 0.156 -5.853 -1.462 -0.118
C 1.276 -6.657 -2.119 -0.210
C 2.495 -8.375 -4.450 -0.116
C -0.826 5.925 1.405 -0.468
C -0.290 6.988 5.082 -0.110
C 2.729 -6.889 -4.202 -0.266
C 0.720 -1.525 -0.291 -0.007
C 0.605 -4.438 -1.110 -0.468
C -1.370 3.980 0.088 -0.116
H 1.676 -1.990 -0.462 0.100
H 1.733 -5.116 -3.527 0.110
H -0.148 -6.336 -0.528 0.124
H 1.582 0.340 0.203 0.099
H -2.699 0.116 0.340 0.102
H -1.373 -4.008 -0.955 0.138
H -0.715 -5.812 -2.120 0.117
H 0.881 6.171 2.722 0.106
H -0.443 3.339 2.858 0.128
H -2.357 2.141 -0.377 0.122
H -2.585 -2.199 -0.375 0.109
H 1.005 -7.714 -2.114 0.107
H 1.596 -8.525 -5.045 0.072
H 3.337 -8.804 -4.990 0.067
H -1.031 5.240 4.077 0.098
H 1.038 4.177 2.353 0.121
H 2.384 -8.916 -3.515 0.062
H -1.949 6.708 3.740 0.118
H -0.085 7.620 2.412 0.124
H -2.469 2.608 1.334 0.132
H 2.185 -6.528 -1.530 0.117
H 0.710 6.593 5.248 0.072
H -2.238 4.606 -0.130 0.126
H -0.879 6.820 5.980 0.069
H 2.936 -6.401 -5.157 0.103
H 1.150 1.811 1.784 0.128
H -0.212 8.060 4.917 0.074
H 3.608 -6.760 -3.568 0.108
H 1.149 2.797 0.304 0.133
H -0.738 3.952 -0.808 0.137
H 0.644 -6.357 -4.157 0.114
```

Computed properties:
charge	0
LUMO level	0.636	eV
frontier orbital gap	8.014	eV
E	-1095.4847	a.u.
energy relative to the best compared isomer or geometry (same formula, charge and spin)	30.4	kcal/mol
multiplicity	1

***

C20H31N3O4S as an isolated structure. Source: the OMol25 dataset; level of theory: wB97M-V/def2-TZVPD.

The geometry in XYZ format:
```
59
Properties=species:S:1:pos:R:3:lowdin_charge:R:1
S 2.703 -2.676 -1.960 1.072
O 4.259 -0.144 1.608 -0.014
O 6.195 0.755 1.790 0.103
O -0.409 1.744 -1.178 0.154
O 0.125 -2.519 -2.305 -0.226
N 0.996 -0.452 -2.060 0.085
N -1.662 -0.037 -0.896 0.106
N 3.181 0.055 -1.180 0.154
C 5.413 0.165 1.096 -0.421
C -1.464 -0.448 -2.171 -0.250
C 2.393 -0.823 -1.787 -0.424
C -3.058 1.892 2.538 -0.174
C -2.368 -1.528 -2.890 -0.093
C -3.520 0.203 -4.527 -0.072
C 4.410 -0.790 -1.070 -0.338
C 4.739 -1.116 3.812 -0.010
C -0.007 -1.091 -2.294 -0.354
C -3.632 -0.921 -3.326 -0.282
C -0.502 0.413 1.850 -0.075
C -1.410 1.573 0.925 -0.055
C 4.149 -2.165 -1.224 -0.441
C 5.590 -0.070 -0.544 0.033
C -3.020 1.357 1.265 -0.230
C -2.254 0.680 3.721 -0.065
C -0.796 0.883 3.228 -0.269
C -4.352 0.166 -2.248 -0.092
C -1.212 1.191 -0.653 -0.566
C 3.888 -0.069 2.855 -0.218
H -4.196 0.465 -5.075 -0.046
H 5.864 -0.941 3.590 0.089
H -2.794 1.119 -4.470 0.119
H 4.188 0.949 2.975 0.121
H -2.187 -2.098 -3.539 0.018
H 6.367 -1.023 -0.615 0.197
H -0.857 -0.426 1.765 0.010
H -2.927 2.741 2.962 0.013
H -4.431 -1.422 -3.771 0.102
H 5.561 0.696 -0.958 -0.022
H -2.583 -0.175 3.470 0.008
H -3.334 0.393 1.340 0.073
H 0.447 0.613 1.394 0.110
H -2.786 -2.031 -2.110 0.099
H -5.516 0.645 -2.717 0.158
H -2.238 -0.846 -0.301 0.268
H -1.227 0.375 -2.992 0.186
H -1.159 2.691 1.015 0.162
H -0.241 0.297 3.908 0.067
H 4.558 -0.775 4.870 0.081
H -4.158 1.541 3.139 0.160
H -3.549 1.952 0.502 0.124
H -2.382 1.284 4.711 0.136
H 0.696 0.699 -2.001 0.220
H 4.635 -2.134 3.582 0.033
H -3.671 1.047 -2.066 0.050
H 2.902 -0.179 3.011 0.076
H -0.486 2.077 3.579 0.186
H -4.666 -0.386 -1.301 0.052
H 4.820 -3.018 -1.024 0.070
H -3.027 -0.354 -5.247 0.046
```

Computed properties:
charge	0
LUMO level	0.393	eV
frontier orbital gap	8.667	eV
E	-1643.4247	a.u.
energy relative to the best compared isomer or geometry (same formula, charge and spin)	495.3	kcal/mol
multiplicity	1

***

A single C20H31N3O5S molecule. Source: the OMol25 dataset; level of theory: wB97M-V/def2-TZVPD.

The geometry in XYZ format:
```
60
Properties=species:S:1:pos:R:3:lowdin_charge:R:1
S 0.877 -0.293 1.169 0.707
O -0.331 0.409 0.826 -0.261
O 2.134 4.836 -2.172 0.116
O -1.026 -1.555 -2.025 0.059
O 0.420 4.192 -0.877 -0.001
O 1.360 -0.136 2.516 -0.289
N 2.158 0.058 0.146 -0.225
N 0.951 -4.187 0.785 0.136
N -2.392 -1.342 -0.241 -0.047
C -4.716 -0.906 -0.836 -0.174
C 1.595 4.011 -1.479 -0.477
C -0.837 -5.002 -0.765 -0.005
C 2.461 2.502 0.319 -0.114
C -0.216 5.458 -1.050 -0.210
C -2.703 -1.536 1.154 -0.150
C 1.795 0.165 -1.253 -0.173
C 2.598 -2.986 2.238 -0.008
C -1.277 -1.775 -0.848 -0.433
C 3.037 1.114 0.600 -0.191
C -5.111 -1.092 0.626 -0.207
C 0.326 6.487 -0.069 -0.060
C 0.655 -2.008 0.839 -0.185
C 1.433 -3.033 1.321 -0.268
C -0.109 -3.926 -0.044 -0.243
C -4.134 -2.055 1.297 -0.172
C -0.328 -2.572 -0.021 -0.102
C 1.200 1.529 -1.600 -0.116
C -3.272 -0.420 -0.924 -0.136
C 2.169 2.639 -1.180 -0.214
H -5.373 -0.182 -1.321 0.111
H 2.554 -3.797 2.964 0.084
H 1.074 -0.621 -1.476 0.100
H -0.057 5.796 -2.080 0.122
H -1.277 5.268 -0.878 0.124
H 3.531 -3.074 1.680 0.089
H -2.937 -0.355 -1.961 0.123
H 0.259 1.646 -1.062 0.106
H -1.475 -5.570 -0.085 0.082
H 1.378 6.671 -0.269 0.075
H -4.809 -1.857 -1.365 0.117
H 1.327 -5.105 0.960 0.170
H 2.702 -0.015 -1.841 0.135
H 3.167 3.268 0.643 0.129
H -0.221 7.420 -0.179 0.076
H -6.129 -1.478 0.698 0.107
H 4.000 0.990 0.094 0.132
H 3.172 0.966 1.672 0.111
H -5.077 -0.128 1.137 0.113
H -1.995 -2.244 1.587 0.126
H 1.530 2.617 0.877 0.123
H 2.590 -2.032 2.756 0.066
H -1.459 -4.557 -1.536 0.085
H -2.591 -0.579 1.676 0.128
H 0.216 6.127 0.951 0.078
H -0.138 -5.692 -1.234 0.081
H 1.001 1.574 -2.672 0.133
H 3.104 2.551 -1.745 0.156
H -4.374 -2.166 2.355 0.111
H -4.209 -3.036 0.823 0.115
H -3.175 0.567 -0.456 0.136
```

Computed properties:
charge	0
LUMO level	0.583	eV
frontier orbital gap	8.937	eV
E	-1719.4112	a.u.
energy relative to the best compared isomer or geometry (same formula, charge and spin)	1.2	kcal/mol
multiplicity	1

***

C20H31N6O5SSeSiSm as an isolated structure. Source: the OMol25 dataset; level of theory: wB97M-V/def2-TZVPD.

The geometry in XYZ format:
```
66
Properties=species:S:1:pos:R:3:lowdin_spin:R:1
Sm 0.066 -0.821 0.468 5.054
Se 2.517 -0.265 -0.721 -0.014
S 0.585 2.545 3.853 0.000
Si 3.464 -0.731 -2.576 -0.002
O -2.377 -0.537 1.125 -0.004
O 1.239 -1.504 2.664 -0.004
O -0.457 -2.432 -1.033 -0.010
O -0.533 -0.695 3.744 0.001
O -1.369 -4.421 -1.558 0.000
N 0.288 1.494 1.551 -0.005
N 2.526 1.548 2.238 -0.001
N -1.051 -2.951 1.640 -0.005
N -2.101 1.085 -3.036 0.000
N -0.995 1.852 1.990 0.000
N -0.976 0.722 -1.170 -0.005
C 0.115 -1.640 3.234 -0.002
C -0.913 3.208 -3.761 0.000
C -1.200 2.128 -2.927 0.000
C -3.470 2.095 3.391 0.000
C 2.444 -1.884 -3.637 0.000
C 0.837 3.807 -2.181 0.000
C -2.511 -2.858 1.586 0.000
C 0.112 4.038 -3.362 0.000
C -0.499 1.898 -1.745 0.000
C 5.093 -1.565 -2.177 -0.001
C 3.733 0.848 -3.539 0.000
C -1.905 0.288 -1.974 0.000
C -0.862 -3.643 -0.774 0.000
C -2.248 2.868 3.844 0.000
C -0.988 2.395 3.167 0.000
C 1.215 1.778 2.423 -0.001
C -0.535 -3.017 3.033 0.000
C 0.527 2.764 -1.348 0.000
C -0.629 -4.037 0.721 0.000
C -3.033 -1.490 1.984 0.000
H 1.071 2.552 -0.434 0.000
H 0.445 -4.245 0.860 0.000
H 4.341 1.575 -3.004 0.000
H -3.356 1.048 3.625 0.000
H -2.810 -2.995 0.539 0.000
H -2.447 -0.631 -1.845 0.000
H -2.387 3.938 3.637 0.000
H -4.381 2.456 3.861 0.000
H 3.072 -2.187 -4.465 0.000
H 3.072 1.415 3.074 0.000
H 4.897 -2.539 -1.735 0.000
H -2.796 -1.282 3.038 0.000
H 0.368 4.870 -3.997 0.000
H 0.259 -3.752 3.124 0.000
H 5.672 -1.720 -3.078 0.000
H -4.118 -1.426 1.836 0.000
H 5.682 -0.988 -1.476 0.000
H 2.783 0.943 1.459 0.000
H 1.575 -1.405 -4.063 0.000
H 2.101 -2.745 -3.069 0.000
H -2.397 0.368 1.473 0.000
H 2.785 1.322 -3.796 0.000
H 4.251 0.576 -4.465 0.000
H -1.334 -3.191 3.752 0.000
H -2.769 0.937 -3.765 0.000
H -1.443 3.381 -4.682 0.000
H -2.148 2.783 4.928 0.000
H -2.991 -3.634 2.197 0.000
H -1.178 -4.953 0.932 0.000
H -3.576 2.195 2.312 0.000
H 1.652 4.463 -1.907 0.000
```

Computed properties:
charge	0
LUMO level (spin up / spin down)	0.263 / 0.275	eV
frontier orbital gap (spin up / spin down)	7.907 / 7.947	eV
E	-5232.7922	a.u.
energy relative to the best compared isomer or geometry (same formula, charge and spin)	0.0	kcal/mol
multiplicity	6

***

A 3-piece molecular cluster, C20H32BCl2N2O3P2S overall. Source: the OMol25 dataset; level of theory: wB97M-V/def2-TZVPD.

The geometry in XYZ format:
```
63
Properties=species:S:1:pos:R:3:lowdin_charge:R:1
Cl 0.132 1.643 -2.698 0.631
Cl 1.119 -1.617 -3.674 0.559
S -3.993 3.371 1.479 0.034
P -2.546 2.074 1.797 0.436
P 1.591 3.124 0.207 0.813
O 2.645 3.869 0.948 -0.451
O 0.695 0.825 0.919 -0.036
O -1.161 1.467 -0.281 -0.150
N 4.753 -1.848 -3.509 0.011
N -3.699 -3.545 0.788 0.020
C 6.965 -1.813 -3.595 -0.125
C -4.337 -2.550 1.480 -0.141
C -1.062 -0.909 0.448 -0.099
C 0.343 1.220 3.733 -0.050
C 5.122 -2.823 -4.391 -0.147
C -5.875 -3.943 0.622 -0.124
C 0.328 4.977 2.633 -0.099
C -0.248 -2.164 0.680 -0.137
C -0.133 -1.046 -2.440 -0.701
C -5.687 -2.765 1.389 -0.115
C 0.708 2.413 2.818 -0.324
C -1.023 2.377 0.754 -0.455
C -4.634 -4.401 0.272 -0.149
C -1.397 -0.742 -3.244 -0.176
C 0.471 0.143 -1.692 -0.512
C 5.867 -1.224 -3.023 -0.142
C 6.491 -2.830 -4.465 -0.126
C 0.443 2.142 1.350 -0.461
C 0.259 -3.244 0.486 0.081
C 0.031 3.676 3.378 -0.224
B -0.172 0.340 -0.158 -0.879
H -0.324 -1.907 -1.811 0.065
H 7.992 -1.543 -3.410 0.083
H -2.129 -0.155 -2.697 0.083
H -0.585 1.395 4.275 0.054
H 5.783 -0.419 -2.313 0.106
H -0.237 5.817 3.039 0.073
H 2.174 2.188 -0.672 0.023
H -3.043 0.815 1.409 -0.022
H 0.400 3.785 4.402 0.115
H 0.778 3.981 -0.581 0.027
H -1.985 -1.108 -0.101 0.102
H 1.782 2.558 2.931 0.130
H 1.556 0.094 -1.642 0.065
H 0.339 0.276 3.192 0.076
H -6.453 -2.148 1.828 0.088
H 0.620 -4.215 0.295 0.010
H 3.804 -1.623 -3.258 0.081
H -1.119 -0.284 -4.187 0.041
H -1.840 -1.705 -3.514 0.074
H -1.054 3.586 3.464 0.069
H 0.028 4.903 1.585 0.048
H -2.701 -3.630 0.690 0.122
H -6.814 -4.402 0.359 0.084
H -4.335 -5.261 -0.304 0.101
H -1.375 -0.596 1.447 0.067
H -1.117 3.381 0.332 0.088
H 1.109 1.141 4.507 0.078
H 4.382 -3.427 -4.887 0.104
H 7.085 -3.490 -5.076 0.082
H 1.386 5.225 2.633 0.066
H -3.770 -1.780 1.976 0.097
H -2.267 1.966 3.174 -0.039
```

Computed properties:
charge	-1
LUMO level	2.567	eV
frontier orbital gap	8.426	eV
E	-3142.7323	a.u.
multiplicity	1

***

C20H32BF12O12Zr as an isolated structure. Source: the OMol25 dataset; level of theory: wB97M-V/def2-TZVPD.

The geometry in XYZ format:
```
78
Properties=species:S:1:pos:R:3:lowdin_charge:R:1
Zr -0.029 -4.992 -4.841 1.860
F 5.137 -2.816 -1.340 0.150
F -5.172 -5.352 -3.514 0.163
F 0.325 -0.009 2.122 0.165
F 5.033 -4.917 -1.841 0.186
F -0.557 1.833 1.404 0.159
F -4.122 2.545 -4.402 0.158
F -5.608 1.128 -3.770 0.166
F 6.631 -3.715 -2.646 0.133
F -5.585 -3.285 -2.965 0.177
F -3.915 -4.351 -2.089 0.174
F -4.444 2.229 -2.288 0.175
F -1.576 0.653 2.928 0.158
O 4.161 -4.266 -4.310 0.203
O 1.650 -6.316 -3.912 -0.359
O -2.532 -4.004 -4.423 0.110
O -0.662 -3.995 -6.637 -0.437
O -4.294 -2.897 -5.156 0.055
O 4.156 -2.113 -3.648 0.033
O -1.323 -1.427 0.758 0.047
O -2.283 0.426 -0.104 0.157
O -3.652 -0.601 -2.988 0.179
O -2.299 0.775 -4.137 0.041
O -1.043 -6.285 -3.479 -0.432
O 1.852 -4.883 -6.103 -0.356
C 1.207 -6.856 -2.715 -0.396
C -3.681 -3.694 -4.333 -0.383
C -4.618 -4.166 -3.200 -0.533
C -4.478 -1.786 -7.245 -0.058
C -1.807 -2.276 -0.307 -0.176
C 0.293 -3.856 -7.675 -0.325
C 3.366 -0.190 -4.792 -0.055
C -0.251 0.566 -2.822 -0.052
C -3.381 0.468 -3.427 -0.393
C 3.432 -1.693 -4.815 -0.214
C -4.404 1.622 -3.472 -0.543
C 5.317 -3.719 -2.317 -0.534
C -3.512 -2.293 -6.199 -0.176
C 4.511 -3.386 -3.596 -0.405
C -0.831 0.588 1.812 -0.533
C -1.765 -3.711 0.199 -0.046
C -1.148 -0.031 -3.877 -0.208
C -1.600 -0.147 0.691 -0.411
C -0.290 -7.145 -2.663 -0.352
C 1.680 -3.914 -7.088 -0.391
B 0.436 -3.254 -3.486 -0.469
H -0.032 -3.049 -4.518 -0.035
H 0.142 -4.737 -8.318 0.101
H -2.217 -3.719 1.194 0.081
H 1.964 -2.958 -6.598 0.077
H 2.822 0.148 -5.675 0.081
H 1.769 -7.748 -2.404 0.101
H 0.104 -2.939 -8.246 0.102
H -5.160 -2.564 -7.581 0.080
H -0.530 -0.075 -4.776 0.131
H -1.400 -1.065 -3.666 0.096
H -0.288 -3.978 -2.942 -0.008
H -0.697 -3.917 0.330 0.085
H 1.431 -3.806 -3.707 -0.005
H -2.155 -4.512 -0.415 0.068
H 0.596 -0.035 -2.494 0.068
H -3.932 -1.412 -8.118 0.082
H -5.033 -0.893 -6.945 0.074
H 2.496 -3.944 -7.836 0.108
H 3.931 -2.017 -5.728 0.132
H -2.891 -1.483 -5.812 0.125
H 0.677 -2.273 -2.857 0.032
H 0.245 1.466 -3.202 0.082
H -1.134 -2.146 -1.155 0.112
H 4.395 0.149 -4.941 0.079
H -2.846 -3.034 -6.648 0.110
H 2.959 0.257 -3.891 0.070
H -0.434 -8.120 -3.168 0.097
H -0.838 0.864 -1.951 0.063
H 2.464 -2.188 -4.769 0.082
H -0.648 -7.230 -1.629 0.099
H -2.838 -2.050 -0.582 0.120
H 1.343 -6.061 -1.943 0.097
```

Computed properties:
charge	-1
LUMO level	2.394	eV
frontier orbital gap	7.203	eV
E	-2954.6204	a.u.
energy relative to the best compared isomer or geometry (same formula, charge and spin)	0.0	kcal/mol
multiplicity	1